#a
# CH8NO2

A 3-piece molecular cluster, CH8NO2 overall (wB97M-V/def2-TZVPD, the OMol25 dataset).

Geometry as ORCA input:
```
! wB97M-V def2-TZVPD RIJCOSX def2/J DEFGRID3
* xyz 1 1
C 0.149 0.897 -1.033
N 1.052 0.148 -0.425
H -0.164 0.644 -2.054
H -0.040 1.958 -0.847
H 0.895 -0.415 0.445
H 1.977 0.036 -0.847
H 1.535 -1.297 2.738
H 0.847 -2.082 1.672
O 1.374 -1.277 1.785
H -2.719 -0.249 -0.745
H -2.693 1.065 -0.005
O -2.212 0.573 -0.683
*
```

Its HOMO-LUMO gap is 0.3296 Ha. The calculation puts the HOMO energy at -15.27 eV. The value obtained for the LUMO energy is -6.30 eV.

#b
# CH8NO2

A 2-piece molecular cluster, CH8NO2 overall (wB97M-V/def2-TZVPD, the OMol25 dataset).

Geometry as ORCA input:
```
! wB97M-V def2-TZVPD RIJCOSX def2/J DEFGRID3
* xyz 1 1
O 0.856 -0.673 -2.447
H 0.838 0.587 -0.271
H 1.401 -0.205 -3.085
H 1.360 -1.458 -2.200
N -0.143 0.406 -0.057
C -0.630 0.526 1.418
O -0.885 -0.727 1.846
H -0.282 -0.545 -0.307
H -0.726 0.853 -0.762
H 0.135 1.127 1.897
H -1.522 1.127 1.340
H -0.403 -1.018 2.628
*
```

Its HOMO-LUMO gap is 0.4627 Ha. The calculation puts the HOMO energy at -16.15 eV. The value obtained for the LUMO energy is -3.56 eV.

Which structure is most stable, and how do the rest compare? From most to least stable: #b, #a.

#a
# C3H9O3

A 2-piece molecular cluster, C3H9O3 overall (wB97M-V/def2-TZVPD, the OMol25 dataset).

Geometry as ORCA input:
```
! wB97M-V def2-TZVPD RIJCOSX def2/J DEFGRID3
* xyz -1 1
C 0.650 -0.645 -0.206
O 1.349 -0.271 0.919
C -0.912 -0.691 -0.198
C -1.525 0.654 0.077
O -2.967 0.690 0.013
H 0.824 0.078 -1.055
H 1.002 -1.668 -0.477
H -1.216 -1.363 0.579
H -1.219 -1.096 -1.137
H -1.261 1.076 1.102
H -1.138 1.371 -0.665
H -3.260 0.096 0.871
H 3.375 1.271 -0.403
H 2.725 0.031 0.433
O 3.573 0.468 0.148
*
```

Its HOMO-LUMO gap is 0.2486 Ha. The calculation puts the HOMO energy at -3.15 eV. The value obtained for the LUMO energy is 3.61 eV.

#b
# C3H9O3

A 2-piece molecular cluster, C3H9O3 overall (wB97M-V/def2-TZVPD, the OMol25 dataset).

Geometry as ORCA input:
```
! wB97M-V def2-TZVPD RIJCOSX def2/J DEFGRID3
* xyz -1 1
C 0.579 -2.279 -0.570
O 0.728 -0.928 -0.892
H 0.978 -2.507 0.438
H -0.484 -2.589 -0.583
H 1.132 -2.885 -1.305
C -0.743 1.871 -0.845
O 0.437 1.335 -0.285
C 0.308 0.065 0.257
H -0.446 2.678 -1.525
H -1.296 1.102 -1.407
H -1.399 2.273 -0.057
H 1.164 -0.049 0.947
H -0.754 -0.224 0.394
O -0.507 0.898 2.522
H 0.303 1.240 2.911
*
```

Its HOMO-LUMO gap is 0.2327 Ha. The calculation puts the HOMO energy at -2.41 eV. The value obtained for the LUMO energy is 3.92 eV.

Which structure is most stable, and how do the rest compare? From most to least stable: #a, #b.

#a
# C3H3Br2Cl

C3H3Br2Cl as an isolated structure (wB97M-V/def2-TZVPD, the OMol25 dataset).

Geometry as ORCA input:
```
! wB97M-V def2-TZVPD RIJCOSX def2/J DEFGRID3
* xyz 0 1
C 0.092 0.257 0.873
C -0.885 0.296 -0.304
C 0.767 -0.302 -0.335
Cl -2.096 -0.945 -0.252
Br 0.798 -2.072 -0.672
Br 2.010 0.819 -1.338
H 0.566 1.104 1.289
H -0.180 -0.499 1.617
H -1.072 1.343 -0.878
*
```

Its HOMO-LUMO gap is 0.3554 Ha. The calculation puts the HOMO energy at -9.14 eV. The value obtained for the LUMO energy is 0.54 eV.

#b
# C3H3Br2Cl

One molecule with the formula C3H3Br2Cl (wB97M-V/def2-TZVPD, the OMol25 dataset).

Geometry as ORCA input:
```
! wB97M-V def2-TZVPD RIJCOSX def2/J DEFGRID3
* xyz 0 1
Cl -1.918 -0.240 1.182
C -0.260 -0.066 1.319
Br 0.498 -0.079 3.071
C 0.498 -0.088 0.223
C 0.080 -0.166 -1.142
Br -0.320 1.672 -1.829
H 1.588 -0.039 0.293
H 0.827 -0.359 -1.912
H -0.993 -0.635 -1.206
*
```

Its HOMO-LUMO gap is 0.3491 Ha. The calculation puts the HOMO energy at -9.46 eV. The value obtained for the LUMO energy is 0.04 eV. The structure (SMILES) is Cl/C(Br)=C\CBr.

Which structure is most stable, and how do the rest compare? From most to least stable: #b, #a.

#a
# C48H52F10N4OP2SZr

C48H52F10N4OP2SZr as an isolated structure (wB97M-V/def2-TZVPD, the OMol25 dataset).

Geometry as ORCA input:
```
! wB97M-V def2-TZVPD RIJCOSX def2/J DEFGRID3
* xyz 0 1
Zr -0.828 -0.551 1.436
F 1.305 5.753 3.738
C 0.496 4.823 3.222
C 1.010 3.652 2.706
F 2.331 3.439 2.701
C 0.141 2.721 2.178
F 0.683 1.600 1.642
C -1.229 2.861 2.150
S -2.305 1.619 1.526
C -1.708 4.056 2.668
F -3.023 4.303 2.682
C -0.870 5.023 3.195
F -1.378 6.155 3.693
C 3.256 -5.694 1.096
C 2.159 -5.369 1.890
C 1.761 -4.047 2.013
C 2.462 -3.030 1.356
C 3.565 -3.359 0.579
C 3.958 -4.689 0.449
P 1.851 -1.332 1.620
C 2.972 -0.215 0.721
C 3.590 0.853 1.365
C 4.359 1.758 0.644
C 4.539 1.591 -0.722
C 3.931 0.522 -1.371
C 3.138 -0.362 -0.654
C 2.267 -1.034 3.350
C 3.486 -1.360 3.881
C 3.792 -1.025 5.213
C 2.864 -0.366 5.970
C 1.590 -0.034 5.451
C 0.627 0.637 6.247
C -0.604 0.896 5.732
C -0.937 0.499 4.411
C -0.044 -0.120 3.562
C 1.260 -0.384 4.115
H 3.567 -6.727 0.995
H 1.615 -6.147 2.413
H 0.909 -3.798 2.638
H 4.132 -2.583 0.080
H 4.822 -4.932 -0.157
H 3.450 0.998 2.428
H 4.817 2.594 1.157
H 5.148 2.292 -1.280
H 4.060 0.389 -2.439
H 2.636 -1.169 -1.168
H 4.228 -1.867 3.272
H 4.759 -1.284 5.627
H 3.090 -0.094 6.996
H 0.884 0.924 7.261
H -1.352 1.401 6.334
H -1.943 0.704 4.073
N -0.232 -0.176 -0.467
P -0.928 0.652 -1.594
N -0.608 2.270 -1.508
C -1.390 3.335 -2.167
C -0.501 4.286 -2.955
C 0.513 4.987 -2.041
C 0.924 4.068 -0.879
C 0.816 2.609 -1.292
N -2.566 0.498 -1.810
C -3.673 1.371 -1.400
C -4.655 1.536 -2.551
C -5.186 0.175 -2.998
C -4.043 -0.792 -3.294
C -3.065 -0.852 -2.127
N -0.368 0.059 -3.073
C 0.982 -0.495 -3.183
C 1.169 -1.245 -4.519
C -0.178 -1.584 -5.143
C -0.898 -0.280 -5.471
C -0.773 0.730 -4.306
H -1.941 3.908 -1.410
H -2.132 2.903 -2.830
H -1.135 5.015 -3.462
H 0.015 3.725 -3.737
H 0.084 5.912 -1.650
H 1.392 5.273 -2.624
H 0.267 4.230 -0.019
H 1.942 4.282 -0.549
H 1.231 1.946 -0.539
H 1.402 2.450 -2.211
H -3.303 2.319 -1.041
H -4.194 0.917 -0.550
H -4.151 2.036 -3.388
H -5.479 2.179 -2.236
H -5.837 0.280 -3.869
H -5.801 -0.242 -2.192
H -3.502 -0.465 -4.187
H -4.434 -1.793 -3.496
H -2.230 -1.509 -2.359
H -3.569 -1.259 -1.242
H 1.125 -1.163 -2.345
H 1.741 0.290 -3.093
H 1.774 -2.140 -4.356
H 1.726 -0.619 -5.224
H -0.775 -2.172 -4.439
H -0.054 -2.190 -6.041
H -1.948 -0.475 -5.697
H -0.462 0.158 -6.373
H -1.730 1.221 -4.146
H -0.048 1.516 -4.561
C -1.121 -5.081 0.386
C -0.613 -3.752 -0.072
C -0.004 -3.635 -1.437
O -0.709 -2.777 0.648
H -0.331 -5.829 0.272
H -1.943 -5.381 -0.271
H -1.469 -5.024 1.414
H -0.159 -4.531 -2.038
H 1.071 -3.474 -1.309
H -0.417 -2.756 -1.928
F -2.833 -1.373 1.143
C -2.940 -1.463 2.701
F -1.779 -2.268 2.921
C -4.068 -2.470 2.839
F -3.896 -3.615 2.138
F -5.219 -1.933 2.426
F -4.178 -2.811 4.125
*
```

Its HOMO-LUMO gap is 0.2860 Ha. The calculation puts the HOMO energy at -7.50 eV. The value obtained for the LUMO energy is 0.28 eV.

#b
# C48H52F10N4OP2SZr

C48H52F10N4OP2SZr as an isolated structure (wB97M-V/def2-TZVPD, the OMol25 dataset).

Geometry as ORCA input:
```
! wB97M-V def2-TZVPD RIJCOSX def2/J DEFGRID3
* xyz 0 1
Zr -0.533 -0.332 0.071
F 4.575 -1.187 -4.813
C 3.446 -1.408 -4.134
C 2.917 -0.430 -3.318
F 3.523 0.761 -3.216
C 1.753 -0.696 -2.628
F 1.245 0.302 -1.857
C 1.070 -1.888 -2.690
S -0.441 -2.161 -1.819
C 1.628 -2.845 -3.521
F 1.041 -4.039 -3.663
C 2.793 -2.620 -4.234
F 3.299 -3.576 -5.020
C 1.957 5.457 -2.421
C 2.556 4.202 -2.459
C 2.180 3.231 -1.547
C 1.208 3.502 -0.581
C 0.619 4.760 -0.538
C 0.994 5.733 -1.462
P 0.766 2.145 0.549
C -0.099 2.990 1.919
C -1.463 3.213 1.738
C -2.207 3.869 2.710
C -1.594 4.292 3.884
C -0.239 4.055 4.079
C 0.508 3.409 3.098
C 2.368 1.616 1.214
C 3.331 2.500 1.626
C 4.546 2.039 2.176
C 4.770 0.695 2.274
C 3.822 -0.244 1.795
C 4.108 -1.636 1.813
C 3.237 -2.512 1.248
C 2.028 -2.045 0.663
C 1.649 -0.721 0.670
C 2.596 0.205 1.244
H 2.249 6.219 -3.133
H 3.312 3.976 -3.201
H 2.652 2.258 -1.579
H -0.134 4.990 0.205
H 0.529 6.711 -1.423
H -1.938 2.851 0.834
H -3.266 4.040 2.554
H -2.171 4.801 4.646
H 0.243 4.375 4.995
H 1.560 3.222 3.268
H 3.165 3.568 1.525
H 5.292 2.748 2.512
H 5.700 0.324 2.693
H 5.041 -1.976 2.252
H 3.466 -3.572 1.229
H 1.386 -2.786 0.201
N -1.727 0.979 -0.860
P -2.471 1.023 -2.242
N -3.241 -0.333 -2.750
C -3.415 -0.765 -4.148
C -4.831 -1.264 -4.394
C -5.171 -2.457 -3.493
C -4.556 -2.280 -2.092
C -4.277 -0.815 -1.817
N -1.549 1.488 -3.533
C -0.767 0.633 -4.429
C -0.842 1.180 -5.848
C -0.281 2.602 -5.872
C -0.979 3.486 -4.839
C -0.955 2.833 -3.462
N -3.643 2.198 -2.136
C -3.952 2.940 -0.910
C -5.435 3.286 -0.888
C -5.809 4.212 -2.056
C -4.948 3.905 -3.293
C -4.503 2.451 -3.292
H -2.709 -1.575 -4.371
H -3.194 0.054 -4.830
H -4.922 -1.536 -5.447
H -5.533 -0.445 -4.222
H -4.799 -3.378 -3.948
H -6.255 -2.561 -3.424
H -3.606 -2.813 -2.011
H -5.214 -2.682 -1.319
H -3.926 -0.679 -0.799
H -5.195 -0.218 -1.923
H -1.078 -0.402 -4.356
H 0.285 0.665 -4.117
H -1.890 1.188 -6.171
H -0.288 0.533 -6.533
H -0.354 3.038 -6.870
H 0.788 2.555 -5.624
H -2.023 3.648 -5.131
H -0.496 4.466 -4.787
H -1.493 3.443 -2.737
H 0.077 2.747 -3.111
H -3.357 3.864 -0.842
H -3.691 2.327 -0.051
H -5.694 3.743 0.069
H -6.000 2.352 -0.954
H -5.673 5.256 -1.763
H -6.868 4.092 -2.296
H -4.050 4.531 -3.291
H -5.489 4.131 -4.213
H -3.945 2.224 -4.202
H -5.384 1.795 -3.285
C 0.247 -1.413 3.896
C -0.543 -0.224 3.463
C -1.385 0.502 4.460
O -0.537 0.178 2.308
H 0.701 -1.220 4.870
H 0.997 -1.680 3.157
H -0.451 -2.248 4.014
H -2.156 -0.190 4.813
H -1.844 1.379 4.009
H -0.781 0.784 5.325
F -2.612 -0.779 1.219
C -2.378 -2.099 0.669
F -0.990 -2.282 1.187
C -3.167 -2.988 1.614
F -4.474 -2.805 1.400
F -2.945 -2.739 2.926
F -2.860 -4.267 1.403
*
```

Its HOMO-LUMO gap is 0.2882 Ha. The calculation puts the HOMO energy at -7.69 eV. The value obtained for the LUMO energy is 0.15 eV.

Which structure is most stable, and how do the rest compare? From most to least stable: #b, #a.

#a
# C3H6O2S

One molecule with the formula C3H6O2S (wB97M-V/def2-TZVPD, the OMol25 dataset).

Geometry as ORCA input:
```
! wB97M-V def2-TZVPD RIJCOSX def2/J DEFGRID3
* xyz 0 1
C 2.353 -0.496 0.096
O 0.977 -1.004 -0.079
C 0.011 -0.177 -0.069
S 0.104 1.484 -0.015
O -1.079 -0.868 -0.090
C -2.444 -0.407 0.078
H 2.718 0.084 -0.725
H 2.890 -1.463 0.136
H 2.421 -0.035 1.069
H -2.787 -0.213 1.252
H -3.089 -1.327 -0.290
H -2.524 0.672 -0.487
*
```

Its HOMO-LUMO gap is 0.3503 Ha. The calculation puts the HOMO energy at -8.71 eV. The value obtained for the LUMO energy is 0.82 eV. The structure (SMILES) is COC(=S)OC.

#b
# C3H6O2S

One molecule with the formula C3H6O2S (wB97M-V/def2-TZVPD, the OMol25 dataset).

Geometry as ORCA input:
```
! wB97M-V def2-TZVPD RIJCOSX def2/J DEFGRID3
* xyz 0 1
C -0.506 1.391 0.563
C 0.623 0.158 0.197
C 0.040 -1.323 0.305
S 0.360 -0.623 -1.277
O 1.451 -1.140 -2.046
O -0.809 -0.217 -1.993
H -0.287 2.167 -0.035
H -0.336 1.610 1.664
H -1.445 0.888 0.445
H 1.628 0.311 0.514
H 0.362 -2.021 0.988
H -1.080 -1.200 0.674
*
```

Its HOMO-LUMO gap is 0.4131 Ha. The calculation puts the HOMO energy at -10.50 eV. The value obtained for the LUMO energy is 0.74 eV. The structure (SMILES) is C[C@H]1CS1(=O)=O.

Which structure is most stable, and how do the rest compare? From most to least stable: #a, #b.

#a
# H22NO9

A 10-piece molecular cluster, H22NO9 overall (wB97M-V/def2-TZVPD, the OMol25 dataset).

Geometry as ORCA input:
```
! wB97M-V def2-TZVPD RIJCOSX def2/J DEFGRID3
* xyz 1 1
N 23.476 17.030 35.083
H 23.559 17.690 34.325
H 22.376 17.099 35.185
H 23.880 17.129 35.970
H 23.604 16.007 34.704
O 26.319 17.628 33.925
H 26.451 17.240 33.045
H 26.471 18.675 33.631
O 20.604 15.655 37.357
H 20.382 16.573 37.108
H 21.044 15.164 36.543
O 25.328 14.816 32.703
H 25.122 13.890 32.594
H 24.750 15.041 32.006
O 21.766 14.411 34.920
H 22.274 13.598 35.084
H 20.989 14.052 34.471
O 23.469 18.635 37.946
H 23.103 18.079 38.491
H 22.883 19.373 37.931
O 20.587 18.309 36.456
H 20.355 18.622 37.467
H 19.670 18.538 35.952
O 20.843 17.749 33.325
H 20.463 17.078 32.588
H 20.768 18.504 32.903
O 24.499 14.887 37.052
H 24.714 13.814 36.943
H 24.599 15.034 37.932
O 22.577 19.739 35.236
H 21.790 19.422 35.912
H 23.056 20.253 35.893
*
```

Its HOMO-LUMO gap is 0.3828 Ha. The calculation puts the HOMO energy at -13.48 eV. The value obtained for the LUMO energy is -3.06 eV.

#b
# H22NO9

A 10-piece molecular cluster, H22NO9 overall (wB97M-V/def2-TZVPD, the OMol25 dataset).

Geometry as ORCA input:
```
! wB97M-V def2-TZVPD RIJCOSX def2/J DEFGRID3
* xyz 1 1
N 0.304 -0.063 1.032
H 1.230 0.046 0.753
H -0.262 -0.596 0.388
H 0.031 0.893 1.114
H 0.286 -0.481 2.011
O 3.230 1.445 0.475
H 3.898 0.948 0.116
H 3.304 2.315 0.170
O 0.384 3.467 -0.127
H 0.405 2.746 -0.760
H -0.531 3.477 0.076
O -1.632 0.754 -1.397
H -2.246 0.064 -1.688
H -1.991 1.332 -0.743
O -2.563 -0.971 0.968
H -2.696 -1.897 1.293
H -3.389 -0.712 0.463
O 1.725 -1.401 -1.452
H 0.943 -1.901 -1.429
H 1.629 -0.446 -1.544
O 1.053 1.238 -1.885
H 0.164 0.872 -2.070
H 1.397 1.724 -2.632
O -2.240 1.658 1.240
H -2.899 2.360 1.485
H -2.660 0.832 1.373
O 1.866 -2.482 1.796
H 2.532 -2.898 2.278
H 1.240 -3.151 1.526
O -0.586 -2.799 -1.121
H -0.413 -3.435 -0.403
H -1.515 -2.937 -1.306
*
```

Its HOMO-LUMO gap is 0.3654 Ha. The calculation puts the HOMO energy at -13.53 eV. The value obtained for the LUMO energy is -3.59 eV.

Which structure is most stable, and how do the rest compare? From most to least stable: #b, #a.